[1]
64
Properties=species:S:1:pos:R:3 method="wB97M-V/def2-TZVPD" charge=+1 e_homo_ev=-11.36
Zr -0.19223 -8.07061 24.48006
B 0.42348 -6.50219 23.00209
H 0.72319 -6.33304 24.02474
H 0.82281 -5.70869 22.38959
H 0.84232 -7.46600 22.75739
H -0.64540 -6.64612 23.03363
B -1.13180 -6.79646 26.08987
H -1.43472 -7.82876 26.00720
H -1.29784 -6.21943 25.19338
H -1.47984 -6.38458 27.02447
H -0.05636 -6.88404 26.08856
B -2.11935 -8.65626 23.60909
H -2.15342 -7.71006 24.12658
H -1.74602 -9.32956 24.36508
H -3.09885 -8.91757 23.23958
H -1.32029 -8.53563 22.89412
C -5.03287 -6.92847 24.27102
O -5.27724 -5.60079 24.51960
C -4.42481 -4.79841 25.40284
C -5.07899 -3.46160 25.73872
O -5.05078 -2.65147 24.50052
C -5.64533 -1.42856 24.60698
H -5.92920 -7.27394 23.75591
H -4.86533 -7.50575 25.18030
H -4.21878 -7.07820 23.56183
H -3.52016 -4.53863 24.85312
H -4.07389 -5.42277 26.22450
H -4.63373 -2.90602 26.56406
H -6.12645 -3.57057 26.01989
H -5.27474 -0.90319 25.48718
H -6.72464 -1.42193 24.75915
H -5.40170 -0.73905 23.79869
C 3.06835 -6.49914 25.08457
O 2.18346 -7.48961 25.53831
C 2.66715 -8.45154 26.55900
C 1.48488 -8.97252 27.22062
O 0.39017 -9.20889 26.29164
C -0.51495 -10.15550 26.83215
H 2.67918 -5.87559 24.27969
H 3.90937 -7.15753 24.86710
H 3.49749 -5.96388 25.93159
H 3.34028 -7.99743 27.28617
H 3.06568 -9.25811 25.94360
H 1.06632 -8.28835 27.95875
H 1.69267 -9.96809 27.61277
H -0.73919 -9.94484 27.87784
H -0.09279 -11.16033 26.84613
H -1.45850 -10.24242 26.29339
C -1.55562 -3.91053 29.88145
O -0.42648 -4.67080 30.48265
C 0.55190 -5.36848 29.63660
C 1.63932 -4.40838 29.18848
O 1.23530 -3.35088 28.28470
C 0.80566 -3.73392 27.00713
H -1.24432 -2.87755 29.72612
H -2.43210 -3.89295 30.52921
H -1.85707 -4.40373 28.95734
H 0.04249 -5.98379 28.89498
H 0.99995 -6.03322 30.37515
H 2.22402 -5.09552 28.57689
H 2.29120 -4.05716 29.98835
H 0.41840 -2.78392 26.63884
H -0.07463 -4.37573 26.97168
H 1.62949 -4.05627 26.37035

[2]
77
Properties=species:S:1:pos:R:3 method="wB97M-V/def2-TZVPD" charge=+2 e_above_lowest_kcal_mol=352.5 e_homo_ev=-12.03
Ca -14.52366 -16.22118 -6.16075
Ca -19.35866 -13.72631 -1.63991
S -17.52414 -18.17807 -2.73960
O -18.51137 -17.16720 -2.42982
O -18.13494 -19.50832 -2.81066
O -16.86234 -17.90230 -4.03086
O -16.53801 -18.14448 -1.66430
C -15.13944 -22.22920 0.42011
O -14.60570 -20.92213 0.61389
H -14.74070 -22.93765 1.14619
H -16.22648 -22.14983 0.40784
H -14.87673 -22.53581 -0.59235
H -15.08160 -20.27169 0.09232
C -21.34777 -23.40132 -1.30997
O -20.38758 -22.67074 -0.56476
H -20.96125 -24.16869 -1.98067
H -22.12465 -23.78766 -0.65020
H -21.88116 -22.72304 -1.97594
H -19.89682 -22.17332 -1.22304
C -15.98626 -22.99175 -5.27204
O -17.23583 -23.10077 -4.55310
H -15.88547 -23.83252 -5.95837
H -15.87743 -22.08447 -5.86626
H -15.17520 -22.95497 -4.54477
H -17.34691 -22.26819 -4.08827
C -16.82533 -15.40594 2.52140
O -17.15720 -15.24165 1.17530
H -17.76866 -15.42328 3.06721
H -16.22268 -16.31219 2.58165
H -16.22605 -14.53518 2.78737
H -16.78015 -15.99840 0.72059
C -22.90425 -18.27928 -3.13661
O -22.02390 -19.17919 -3.75645
H -22.63343 -17.23333 -3.28062
H -23.94027 -18.30971 -3.47400
H -22.98039 -18.47269 -2.06661
H -21.15750 -19.15929 -3.34345
C -12.82707 -15.08229 -1.48087
O -13.33301 -15.95162 -2.50290
H -13.02243 -15.42333 -0.46420
H -11.78926 -14.80670 -1.66827
H -13.31272 -14.13419 -1.71183
H -14.01805 -16.50059 -2.11436
C -23.78081 -13.88617 3.50724
O -22.92929 -15.03066 3.65236
P -22.51423 -15.98424 2.36848
O -21.93773 -15.25439 1.20174
O -21.58547 -17.14587 3.06668
C -21.08154 -18.16386 2.28125
O -23.89319 -16.76868 2.07333
C -24.39851 -17.67510 3.00991
H -24.83289 -14.10371 3.69138
H -23.70147 -13.40572 2.53206
H -23.46613 -13.10627 4.20067
H -20.04591 -18.42124 2.50331
H -21.04896 -17.97543 1.20815
H -21.54689 -19.10832 2.56327
H -24.27988 -18.73063 2.76520
H -25.46744 -17.46204 3.01923
H -24.02029 -17.61978 4.03069
C -17.82683 -21.91109 -10.62038
O -17.00078 -21.06541 -9.81040
P -17.18371 -19.46065 -10.05042
O -16.28771 -18.60136 -9.19574
O -16.99179 -19.20375 -11.67843
C -15.73194 -19.48109 -12.32092
O -18.77474 -19.25442 -9.75412
C -19.27435 -19.22580 -8.39880
H -17.31715 -22.30510 -11.49963
H -18.73072 -21.43212 -10.99680
H -18.18053 -22.72112 -9.98253
H -15.79736 -19.75255 -13.37455
H -15.20975 -20.24199 -11.74088
H -15.17151 -18.54716 -12.36342
H -20.15452 -19.86001 -8.29312
H -19.46580 -18.19510 -8.10030
H -18.57910 -19.59531 -7.64501

[3]
87
Properties=species:S:1:pos:R:3 method="wB97M-V/def2-TZVPD" charge=-2 e_homo_ev=-1.35
Ca 10.15918 -19.17772 6.93089
Ca 13.62944 -19.30488 4.53318
S 13.43477 -17.61250 7.20464
O 13.26456 -16.18847 7.43967
O 14.18088 -18.12981 8.37148
O 12.11326 -18.21256 6.98577
O 14.23564 -17.83962 6.04129
S 10.87328 -17.06785 4.50405
O 11.66125 -18.28196 4.27727
O 10.04706 -17.34855 5.63954
O 11.67544 -15.93770 4.91007
O 10.10013 -16.72723 3.30221
S 12.44246 -21.45750 7.00354
O 12.92952 -20.73801 8.18056
O 13.05401 -20.92999 5.79838
O 12.82395 -22.87639 7.18295
O 11.02993 -21.23876 7.00014
C 8.90245 -21.28547 4.63213
O 8.86851 -19.94170 5.05075
H 9.50535 -21.25541 3.72455
H 9.25942 -21.79445 5.52746
H 8.03508 -21.82464 4.25127
H 8.88875 -19.32821 4.31263
C 14.32114 -18.09628 1.09791
O 14.03259 -18.11729 2.44632
H 14.84222 -19.04805 0.99442
H 13.35213 -18.06021 0.60011
H 15.00508 -17.28843 0.83769
H 13.93078 -17.19976 2.70971
C 16.63086 -21.06672 0.12092
O 16.32193 -20.82094 -1.28306
H 15.69622 -20.82587 0.62741
H 16.89510 -22.11432 0.26520
H 17.33301 -20.47407 0.70730
H 15.36796 -20.88723 -1.36769
C 16.60368 -16.14204 4.46051
O 16.77051 -15.92614 3.04797
H 17.26101 -16.93700 4.81273
H 16.91517 -15.25779 5.01655
H 15.56410 -16.42837 4.61981
H 15.91468 -16.08295 2.64232
C 17.13780 -16.75573 7.76588
O 17.13191 -17.48941 8.93243
H 17.01855 -17.44925 6.93346
H 16.24817 -16.12624 7.74595
H 18.04227 -16.20904 7.49909
H 16.28685 -17.94490 8.93054
C 12.98836 -14.69564 2.11878
O 13.52402 -15.49301 3.05105
H 13.63520 -14.53184 1.25689
H 11.98776 -15.01524 1.82765
H 12.75802 -13.70887 2.52046
H 12.84356 -15.47760 3.72805
C 18.51677 -18.89978 3.46988
O 18.37191 -20.11500 4.26195
P 17.02067 -20.63845 5.01136
O 15.72804 -20.07114 4.44237
O 17.13354 -22.22573 4.92002
C 17.11938 -22.86022 3.64540
O 17.35631 -20.41443 6.60307
C 16.70802 -20.85728 7.74158
H 19.22491 -18.28470 4.02514
H 17.53492 -18.48433 3.24301
H 18.83546 -19.06009 2.43991
H 16.15724 -23.33875 3.46264
H 17.94533 -23.57080 3.67699
H 17.37349 -22.13487 2.87249
H 15.67008 -20.81986 7.41087
H 16.98061 -20.23147 8.59139
H 16.91922 -21.91369 7.90743
C 11.13403 -20.29410 0.69261
O 11.61206 -21.66796 0.82102
P 12.63965 -22.11986 1.96079
O 13.18977 -20.99142 2.82817
O 11.74406 -23.19014 2.80247
C 12.22342 -23.54844 4.12932
O 13.60247 -23.06541 1.03244
C 13.03996 -24.22649 0.35935
H 10.04844 -20.19807 0.67351
H 11.61595 -19.85728 -0.18205
H 11.23826 -19.59567 1.52293
H 12.28569 -24.63090 4.24110
H 11.52673 -23.12065 4.85024
H 13.21543 -23.14991 4.34191
H 13.45009 -24.14362 -0.64714
H 11.96768 -24.09125 0.21784
H 13.29394 -25.11978 0.92998

[4]
62
Properties=species:S:1:pos:R:3 method="wB97M-V/def2-TZVPD" charge=+1 e_above_lowest_kcal_mol=2.9 e_homo_ev=-12.44
N 1.05935 0.69978 -0.62204
H 0.08519 0.89588 -0.85580
H 1.67603 1.45663 -0.95714
H 1.36048 -0.14205 -1.15040
H 1.33204 0.55908 0.36924
C 1.14205 -3.46185 2.54194
C 2.10751 -3.46786 1.38902
C 3.20509 -2.41998 1.59187
O 2.75767 -4.74266 1.25045
H 0.21063 -3.99855 2.34837
H 0.85285 -2.45275 2.84309
H 1.58131 -3.94077 3.42529
H 1.60835 -3.29366 0.43040
H 3.59617 -2.61480 2.59629
H 2.82434 -1.39436 1.61250
H 3.97718 -2.51364 0.83582
H 2.75128 -5.17426 2.10997
C -2.82031 2.91006 0.15217
C -2.65865 2.54893 -1.32540
C -3.36628 3.53595 -2.24721
O -1.22965 2.55526 -1.61883
H -2.25015 3.81687 0.37223
H -2.45770 2.11157 0.79857
H -3.85708 3.12108 0.42553
H -2.96917 1.51510 -1.47198
H -4.40889 3.65263 -1.93301
H -3.41376 3.15413 -3.26552
H -2.91146 4.52474 -2.19168
H -1.01661 3.41178 -2.00500
C -3.17803 -1.16420 -2.88682
C -1.94321 -1.99985 -2.61778
C -0.77313 -1.64305 -3.52001
O -1.54257 -1.79789 -1.23847
H -2.93483 -0.10418 -3.01413
H -3.91380 -1.28256 -2.09326
H -3.65805 -1.45386 -3.82586
H -2.21381 -3.05105 -2.74691
H -0.06761 -2.47936 -3.52319
H -0.27265 -0.75890 -3.12650
H -1.01928 -1.45974 -4.56648
H -1.27125 -2.66003 -0.90814
C 0.23319 2.67003 2.35499
C 1.20203 1.75246 3.06220
C 0.52485 0.69434 3.92807
O 1.97005 1.08112 2.02782
H -0.26535 2.19284 1.51406
H 0.72396 3.58737 2.02516
H -0.53875 2.98998 3.06090
H 1.90255 2.34232 3.65615
H -0.01615 -0.00932 3.29568
H -0.13290 1.12022 4.68145
H 1.30402 0.11494 4.43809
H 2.73590 0.69047 2.46251
O 2.23070 -1.43140 -2.14861
H 2.37652 -2.38338 -2.16325
H 2.50795 -1.12648 -3.01937
O 3.40874 2.30747 -1.06886
H 3.60446 2.63860 -1.95231
H 4.22969 2.41157 -0.57715
O -0.96885 -0.73990 1.09950
H -1.79451 -0.57072 1.56567
H -1.21771 -1.33014 0.37612

[5]
68
Properties=species:S:1:pos:R:3 method="wB97M-V/def2-TZVPD" charge=0 e_above_lowest_kcal_mol=113.6 smiles="NC(N)=O.CCO.CCO.CO.CO.CO.CO.CO.CO.CO" e_homo_ev=-9.70
C 13.56300 4.32900 11.44100
C 13.63900 2.95100 12.12000
O 14.71400 2.22300 11.52900
H 14.41800 4.89900 11.84400
H 12.60900 4.80900 11.62900
H 13.63100 4.29500 10.38200
H 12.69600 2.35900 12.03100
H 13.94500 3.08100 13.21000
H 15.49300 2.73700 11.66000
C 9.48400 7.66200 14.82900
C 8.65700 7.66200 13.54300
O 8.54000 8.96400 12.97900
H 9.84700 6.66600 15.11600
H 8.95100 8.03900 15.65900
H 10.39800 8.26300 14.63600
H 7.60900 7.21400 13.68700
H 9.18600 7.05000 12.81100
H 7.97500 8.96000 12.19000
C 10.47400 -0.30100 11.90700
O 10.29800 0.99100 11.40500
N 11.57500 -1.04400 11.85300
N 9.57400 -1.12800 12.30700
H 12.32200 -0.72200 12.54300
H 12.09100 -0.65200 10.99400
H 9.38500 -0.93400 13.33900
H 8.69500 -0.75700 11.93100
C 9.96600 4.16600 11.23900
O 9.68300 4.70700 12.51400
H 10.79000 3.44600 11.38600
H 10.27400 4.81900 10.47900
H 9.11700 3.58600 10.85600
H 9.46100 4.01300 13.12000
C 9.82400 3.35700 15.23500
O 8.82200 2.76800 14.45200
H 9.44100 3.13900 16.26300
H 9.93900 4.42000 15.13100
H 10.81000 2.79800 15.19800
H 7.97300 2.67000 14.94000
C 7.01900 1.02400 12.08600
O 7.11100 0.14600 10.98600
H 7.96500 1.39400 12.35800
H 6.55900 0.49100 12.91100
H 6.43100 1.85000 11.77300
H 6.74700 0.51100 10.16700
C 11.45800 2.69000 8.48200
O 10.56200 1.58000 8.66500
H 10.92900 3.67100 8.52000
H 11.97800 2.76300 7.50200
H 12.21100 2.59900 9.26200
H 10.52100 1.35500 9.62000
C 11.90200 7.53600 12.22100
O 12.95000 7.59600 11.31000
H 12.21400 6.87600 13.04900
H 11.01500 7.17700 11.77100
H 11.57500 8.54400 12.62200
H 13.74000 7.77300 11.83700
C 7.91900 4.64600 8.37100
O 6.64500 4.48000 8.93000
H 7.91200 5.10700 7.40200
H 8.58300 3.85000 8.40200
H 8.45200 5.50300 8.89700
H 6.10600 4.28400 8.20200
C 6.40800 4.74100 12.64400
O 5.27600 5.18100 13.32200
H 7.08900 5.52100 12.65400
H 6.25000 4.52200 11.66800
H 6.93800 3.87600 13.14200
H 4.70900 5.80100 12.82800

[6]
70
Properties=species:S:1:pos:R:3 method="wB97M-V/def2-TZVPD" charge=0 e_above_lowest_kcal_mol=0.8 smiles=OCCO.CO.CO.CO.CO.CO.CO.CO.CO.CO.CO e_homo_ev=-9.84
C 9.71002 3.01732 20.56592
C 8.84722 2.78777 19.34517
O 9.70015 2.34976 18.30095
O 8.95061 3.48943 21.65048
H 10.45501 3.77914 20.32257
H 10.28230 2.12332 20.84166
H 8.32285 3.72005 19.10894
H 8.06288 2.05324 19.58268
H 9.22581 2.16113 17.48690
H 8.40296 2.77749 22.00253
C 5.25606 2.34666 22.11732
O 6.46632 1.82950 22.67798
H 4.95584 3.21799 22.68991
H 5.41415 2.64970 21.07811
H 4.45438 1.60691 22.13159
H 6.60063 0.94075 22.33331
C 8.16405 2.85517 25.76089
O 8.17116 1.59858 25.10295
H 8.54779 3.65778 25.12661
H 7.15751 3.12306 26.10581
H 8.79602 2.76789 26.64199
H 7.66667 1.69345 24.28770
C 6.29965 2.35885 14.90776
O 7.13646 2.43169 16.06142
H 5.40860 2.94845 15.12171
H 6.80625 2.78568 14.04263
H 5.95263 1.33626 14.74058
H 7.90350 1.87219 15.88606
C 8.79233 7.17822 23.85938
O 9.53462 5.99290 23.97104
H 9.21314 7.88144 24.57881
H 8.87296 7.63100 22.86663
H 7.74167 7.03686 24.13780
H 9.25294 5.30658 23.35869
C 9.77411 -1.23469 21.10550
O 9.93040 -1.04932 19.70859
H 8.91281 -1.87965 21.28754
H 10.64831 -1.71589 21.54941
H 9.56142 -0.28880 21.61817
H 10.61824 -0.37846 19.61106
C 8.32786 5.59683 17.01931
O 8.54716 6.22986 15.75997
H 7.30192 5.21983 17.07754
H 8.99441 4.74420 17.08485
H 8.48466 6.32804 17.81552
H 7.92095 6.95465 15.68790
C 12.63431 0.04456 18.28721
O 11.97145 0.92677 19.19129
H 11.95529 -0.73225 17.91310
H 13.06138 0.56839 17.43099
H 13.40150 -0.47339 18.85657
H 11.18469 1.29139 18.75482
C 12.78238 5.27168 21.24220
O 12.54988 5.59614 19.86608
H 12.62315 4.20521 21.41326
H 13.81379 5.54769 21.47967
H 12.11238 5.83915 21.88157
H 13.04645 4.98295 19.31733
C 9.69312 -0.16177 15.86428
O 9.57949 1.18096 15.39078
H 10.66165 -0.61733 15.65517
H 9.55289 -0.16658 16.94659
H 8.91359 -0.79392 15.42966
H 10.13948 1.28951 14.61852
C 12.06361 4.30440 16.25776
O 12.25003 5.37745 15.36147
H 11.14846 3.73807 16.07742
H 12.92304 3.62995 16.18263
H 12.11126 4.64827 17.29648
H 11.84977 6.16949 15.72825